20
Properties=species:S:1:pos:R:3:forces:R:3:lowdin_charge:R:1 method="wB97M-V/def2-TZVPD" spin_multiplicity=1 gap_ev=8.1 lumo_energy_ev=0.00 smiles="CCC(=C=S)CN(C)SF" e_above_lowest_ev=0.1318
C 2.3418 -0.9495 -0.7511 -0.4 0.5 -1.1 -0.0998
C 1.5793 0.3524 -1.1358 2.5 2.3 0.8 -0.2037
C 0.3799 0.6912 -0.2915 0.0 -2.3 -0.2 -0.3558
C -0.0599 1.8892 -0.2010 0.4 0.6 0.6 -0.6730
S -0.2724 3.3859 0.0755 -0.6 1.1 0.0 0.7897
C -0.3406 -0.5746 0.0764 0.0 -1.8 -0.4 -0.2179
N -1.7431 -0.4186 0.5650 1.9 -1.8 -2.1 -0.5852
C -1.7206 -0.1046 1.9444 -1.1 2.0 0.3 -0.1205
S -2.9304 -0.6813 -0.4974 0.4 1.9 0.6 0.9635
F -3.0358 0.9111 -1.1408 -0.3 -1.1 0.1 -0.4942
H 3.3624 -0.9469 -1.1782 -0.5 0.1 0.5 0.0820
H 1.8169 -1.7283 -1.2779 0.0 -0.7 0.0 0.0573
H 2.3184 -1.2089 0.3088 0.4 0.4 -0.1 0.0687
H 1.1984 0.3498 -2.1483 0.3 -0.4 -0.5 0.1122
H 2.3271 1.2526 -1.0708 -1.3 -1.5 -0.2 0.1441
H -0.3687 -1.2198 -0.8763 -0.1 0.9 1.4 0.1255
H 0.3517 -1.1773 0.8269 -1.8 1.2 -1.2 0.1450
H -2.7268 -0.0312 2.3260 -0.4 -1.1 0.5 0.0850
H -0.9832 -0.7574 2.4005 -0.4 0.1 0.7 0.0914
H -1.4944 0.9659 2.0455 1.0 -0.2 0.2 0.0856

26
Properties=species:S:1:pos:R:3:forces:R:3:lowdin_charge:R:1 method="wB97M-V/def2-TZVPD" spin_multiplicity=1 gap_ev=7.3 charge=-1 lumo_energy_ev=1.64
C 2.1790 -1.4037 1.2169 -0.8 -0.8 0.5 -0.1930
C 2.6498 -1.4242 -0.3542 -0.6 -1.7 0.7 -0.5422
S 3.4035 0.1731 -0.9790 -0.5 0.2 0.7 0.7513
C 2.4923 1.6860 -0.3555 0.7 0.6 1.3 -0.5611
S 1.0470 2.2266 -1.4411 -2.2 2.6 -5.9 0.6283
O 1.3785 3.6645 -2.0016 -0.6 -4.3 3.1 -0.4561
O 0.8385 1.3161 -2.6757 1.0 1.9 4.5 -0.4355
N -0.4370 2.4604 -0.4833 0.0 -2.4 -0.5 -0.3765
S -1.3734 0.9860 -0.5767 3.1 -2.5 -5.0 0.6147
O -0.3824 -0.2015 -0.3397 -3.2 3.0 0.1 -0.4607
O -2.1003 0.8517 -1.9616 1.6 0.6 5.2 -0.4161
C -2.7031 0.8397 0.7358 -2.7 -3.4 1.7 -0.7492
I -3.3212 2.5988 1.9544 0.9 -1.3 -1.3 0.6544
C -3.3925 -0.4617 0.9785 2.4 2.5 -1.5 -0.7075
C -3.1044 -1.8626 0.1476 0.6 -0.1 0.1 -0.1697
I -4.9476 -0.6033 2.5622 1.3 -0.1 -1.4 0.6326
H 1.1149 -1.9315 1.2834 2.3 1.3 -0.1 0.0764
H 2.0623 -0.3383 1.6874 0.2 -2.0 -1.1 0.0594
H 2.8950 -2.0343 1.9344 -1.3 1.5 -1.7 0.0754
H 1.7765 -1.8407 -1.0535 1.8 1.4 1.6 0.0934
H 3.5089 -2.2494 -0.4308 -1.6 2.1 0.0 0.0791
H 2.1312 1.6321 0.7567 0.5 -0.1 -2.2 0.0686
H 3.2745 2.5868 -0.3981 -1.8 -2.1 -0.2 0.0870
H -3.7394 -2.7811 0.5390 1.0 2.3 -0.7 0.0641
H -1.9656 -2.1916 0.2598 -2.4 1.1 -0.2 0.0868
H -3.2852 -1.6980 -1.0051 0.3 -0.1 2.4 0.0961

20
Properties=species:S:1:pos:R:3:forces:R:3:lowdin_charge:R:1 method="wB97M-V/def2-TZVPD" spin_multiplicity=1 gap_ev="7.4 / 6.9" charge=+1 lumo_energy_ev="-6.37 / -6.73" e_above_lowest_ev=4.8743
C 0.0999 1.3029 0.7699 1.6 2.5 -0.5 -0.4006
C 0.7950 -1.0342 0.2907 1.8 0.0 1.4 -0.2463
C -0.9398 2.1826 0.0343 -1.0 -3.0 1.5 -0.0701
C -1.3420 1.4772 -1.2404 0.8 3.0 -1.3 -0.3871
C 0.3503 -2.1427 -0.5581 1.0 -0.2 0.2 0.0085
C 2.0358 -1.1996 1.1723 -3.1 -0.4 0.7 0.0620
N -1.7028 0.1860 -1.0531 0.0 -3.5 1.2 -0.4328
N 0.0883 0.0257 0.3228 -2.1 -2.2 -1.7 0.1787
O 1.0450 1.7829 1.3607 -1.0 -0.4 0.3 0.1589
I -3.2628 -0.3932 0.0333 -0.2 0.3 0.1 1.0312
H -1.8431 2.2730 0.6270 0.0 0.5 0.4 0.1049
H -0.4037 3.0381 -0.0850 0.8 2.9 -0.5 0.0995
H -2.1564 2.1190 -1.7640 1.2 -1.2 0.5 0.1871
H -0.4459 1.2926 -1.8608 -0.3 1.1 -0.4 0.1418
H -0.4601 -2.4667 0.0937 -0.6 -0.8 -0.9 0.1086
H 0.1537 -1.7301 -1.5124 -1.4 0.3 -0.9 0.0825
H 1.0956 -2.9037 -0.8095 -0.1 0.0 1.0 0.1122
H 2.7908 -1.5709 0.5895 2.1 -0.6 -1.6 0.0719
H 2.1944 -0.2769 1.6215 0.9 1.5 0.8 0.0556
H 1.9078 -1.9619 1.9678 -0.5 0.3 -0.5 0.1333

20
Properties=species:S:1:pos:R:3:forces:R:3:lowdin_charge:R:1 method="wB97M-V/def2-TZVPD" spin_multiplicity=1 gap_ev="7.3 / 7.6" charge=+1 lumo_energy_ev="-5.52 / -5.22" e_above_lowest_ev=6.0059
C -0.9566 0.5861 -0.9197 2.1 0.6 3.1 0.0212
C -0.2496 1.7615 -1.1191 0.5 -0.8 0.8 0.0082
C -0.6293 -0.2475 0.2487 -3.2 -0.5 -3.0 0.0100
C 0.7490 2.1121 -0.1866 -2.5 0.0 -0.5 -0.1209
C 0.2433 0.2491 1.0877 2.8 0.8 2.3 -0.0264
C 1.8993 -1.8118 2.8979 -2.0 -0.4 2.0 -0.1639
N 0.8822 1.4300 0.9399 0.7 -1.7 0.5 -0.4001
N -2.3610 -0.8622 -3.3552 1.6 -2.1 2.7 0.0337
O 1.4293 -0.5139 2.8113 -0.8 -0.3 -0.8 -0.2674
I 2.3290 2.0714 2.3217 -0.1 0.4 -0.2 1.1459
H -1.8174 0.3940 -1.4578 -1.4 -0.9 -1.3 0.0584
H -0.5288 2.4524 -1.8965 0.2 0.0 -0.2 0.1258
H -1.3058 -1.1256 0.3666 1.1 0.6 0.3 0.1484
H 1.1274 3.0896 -0.1889 1.1 1.0 -0.2 0.0992
H 1.1928 -2.6112 3.1960 -0.9 0.6 -0.6 0.1098
H 2.4637 -1.9947 3.8091 0.8 1.0 0.4 0.1150
H 2.4247 -2.1585 2.0984 1.7 -0.6 -2.4 0.0525
H -2.9063 -0.3146 -3.9109 -2.3 0.9 -1.8 -0.0242
H -2.5765 -1.8692 -3.1744 0.2 1.7 -0.9 0.0626
H -1.4093 -0.6371 -3.5681 0.4 -0.6 -0.1 0.0121

21
Properties=species:S:1:pos:R:3:forces:R:3:lowdin_charge:R:1 method="wB97M-V/def2-TZVPD" spin_multiplicity=1 gap_ev=9.1 charge=+1 lumo_energy_ev=-4.13 smiles="P[C@H]1N=C[C@@H](I)[N@@H+]2CC=N[C@H]12" e_above_lowest_ev=1.0673
P 2.7061 1.7003 -0.6881 -1.4 1.6 0.7 0.8674
C 1.1476 1.0402 0.2733 0.8 0.1 -1.4 -0.5055
N 0.0884 2.0802 0.3983 0.4 -1.7 0.1 0.0643
C -1.1184 1.7065 0.5210 0.4 0.5 0.0 -0.2009
C -1.6590 0.2917 0.4646 0.4 1.0 -1.0 -0.6191
I -3.7352 0.3423 -0.1844 0.7 -0.2 0.0 0.9657
N -0.7763 -0.5308 -0.4218 -1.1 1.1 -1.6 -0.0787
C -0.8912 -1.9365 -0.1919 2.1 -2.6 -0.7 -0.1018
C 0.5447 -2.3226 0.3237 -1.5 -0.7 -0.4 -0.0267
N 1.3335 -1.3631 0.1758 1.6 -1.9 0.7 0.0922
C 0.8134 -0.2789 -0.4687 -1.2 1.4 0.1 -0.3088
H 3.4065 2.1818 0.4445 0.0 -0.3 0.0 -0.1061
H 1.9619 2.9715 -0.7039 0.9 -0.7 -0.6 -0.0670
H 1.5465 0.7292 1.2367 -0.5 0.2 0.3 0.1088
H -1.8292 2.5124 0.6518 -0.3 -0.1 0.1 0.0974
H -1.6658 -0.2308 1.3680 -0.1 -0.3 1.8 0.0763
H -1.1790 -0.3349 -1.3401 0.5 0.1 -0.2 0.1497
H -0.8736 -2.4848 -1.1507 -0.6 0.3 0.1 0.1550
H -1.7528 -2.2182 0.3610 -0.6 -0.2 0.6 0.1128
H 0.8222 -3.3998 0.4749 -0.2 1.3 0.5 0.1557
H 1.1096 -0.4556 -1.5440 -0.5 1.1 0.8 0.1692

17
Properties=species:S:1:pos:R:3:forces:R:3:lowdin_charge:R:1 method="wB97M-V/def2-TZVPD" spin_multiplicity=1 gap_ev=9.7 charge=+1 lumo_energy_ev=-3.54 e_above_lowest_ev=1.1337
C -0.7962 -0.4946 0.0715 -0.5 -0.1 -0.1 -0.2926
C 0.2883 -0.1578 0.9583 3.3 1.7 -2.9 -0.1157
C -1.8845 -1.1780 0.4126 0.2 0.2 -0.2 0.1229
C 0.5247 -0.1459 2.2449 -0.2 -0.1 0.2 0.0852
C -0.5379 -0.0036 -1.3406 -0.8 -0.7 0.0 -0.0752
C 1.5669 0.5367 -0.3322 -2.4 -1.8 3.7 0.0242
N 0.5534 1.0135 -1.2745 0.0 0.4 -0.3 0.0161
H -2.6550 -1.4140 -0.2990 -0.2 0.0 -0.2 0.0830
H -2.0320 -1.5440 1.4122 0.1 -0.1 0.2 0.0835
H 1.4473 0.2003 2.6712 0.2 0.0 0.0 0.0774
H -0.2319 -0.4879 2.9335 -0.2 -0.1 0.1 0.0835
H -0.1987 -0.8320 -1.9657 0.2 0.2 0.0 0.1494
H -1.4366 0.4212 -1.7888 0.2 0.1 -0.1 0.1464
H 2.1620 1.3069 0.1308 0.1 0.2 -0.2 0.1100
H 2.1267 -0.3052 -0.7090 0.1 0.0 -0.3 0.1135
H 0.9380 1.1908 -2.2101 -0.1 0.0 0.2 0.1926
H 0.1655 1.8935 -0.9151 0.1 -0.1 -0.2 0.1960

Asked for max |F| across the records above, the calculation gives 3.5 6.8 3.7 4.4 3.4 4.7 eV/A in order.